CH2NO3P | ωB97M-V/def2-TZVPD

The total energy comes out at -17990.8656 eV. The HOMO energy comes out at -1.15 eV. The orbital gap is 8.16 eV. As for the LUMO energy: 7.010 eV. The calculation puts the relative energy (zero: lowest compared OMol25 entry of this formula, charge and spin) at 82.27 kJ/mol. The calculation puts the molecular weight at 107.0 g mol⁻¹. Its net charge is -2.

Each atom is followed by the atoms it is bonded to, with distances in Å.
Atoms and positions in Å:
1 C 2.855 -1.652 -0.994  N2 1.167, O4 1.219
2 N 3.716 -2.200 -1.559  C1 1.167
3 O -1.319 2.193 1.734  P6 1.519
4 O 1.830 -1.184 -0.528  C1 1.219
5 O -2.686 0.284 2.145  P6 1.500
6 P -1.364 0.685 1.560  O3 1.519, O5 1.500
7 H -1.349 1.011 -0.747  no bonds
8 H -1.682 0.862 -1.612  no bonds